Record 1
A molecular structure, C43H30Cl2FeN5O3S. Source: the Open Molecules 2025 dataset; level of theory: ωB97M-V with the def2-TZVPD basis set.

## Properties
Spin multiplicity: 2
Energy above the lowest of the compared OMol25 structures with the same formula, charge and spin: 0.0 kcal per mole

```
85
Properties=species:S:1:pos:R:3:forces:R:3:lowdin_charge:R:1
Fe 1.719256 0.356854 -2.110581 -0.09 0.43 -0.03 0.439
C -8.540172 -0.987923 6.746911 0.00 0.00 0.00 -0.078
O -7.179227 -1.298516 6.991224 0.00 -0.01 0.00 -0.076
C -6.302921 -1.133696 5.971791 0.01 0.01 -0.01 -0.281
C -6.646469 -0.672657 4.704242 -0.01 0.00 0.01 -0.006
C -5.665908 -0.542071 3.733474 0.01 0.00 0.00 -0.012
C -4.341011 -0.863566 4.000601 0.00 0.01 0.01 -0.158
C -4.011253 -1.322529 5.277426 0.00 0.01 -0.01 -0.026
C -4.975650 -1.457217 6.252567 0.00 0.00 0.00 0.003
C -3.345045 -0.705968 2.938149 -0.01 -0.01 0.00 -0.260
N -3.584285 -0.199117 1.751047 -0.01 0.01 0.00 0.193
C -2.387348 -0.245623 1.087849 0.00 -0.03 0.00 -0.160
C -1.405381 -0.790418 1.885481 -0.02 0.02 -0.02 -0.120
N -2.035738 -1.082788 3.072124 0.02 0.00 0.01 0.183
C -0.052929 -0.980906 1.466240 0.01 0.00 -0.05 -0.064
C 0.979657 -1.563354 2.209382 -0.04 -0.02 0.03 0.013
C 2.217857 -1.695002 1.634547 0.03 -0.02 -0.01 -0.018
C 2.431283 -1.233961 0.334172 -0.13 -0.08 -0.05 -0.071
N 1.477111 -0.656569 -0.381516 0.02 -0.31 0.21 0.050
C 0.245909 -0.541392 0.167749 -0.02 0.05 0.01 -0.159
C -0.769751 0.047302 -0.668938 0.00 -0.08 -0.06 -0.173
N -0.344618 0.437333 -1.880648 0.02 0.09 0.00 0.017
C -1.208547 0.932941 -2.742424 -0.09 0.02 0.07 -0.102
C -2.558315 1.103583 -2.404680 0.03 -0.01 -0.03 -0.002
C -3.001846 0.744354 -1.155384 -0.02 -0.03 0.02 0.024
C -2.092104 0.185519 -0.247957 0.06 0.02 -0.01 -0.067
H -9.065988 -1.192975 7.674565 0.00 0.00 0.00 0.093
H -8.951923 -1.613134 5.951153 0.00 0.00 0.00 0.096
H -8.664710 0.065448 6.484874 0.00 0.00 0.00 0.096
H -7.666645 -0.414746 4.461913 0.00 0.00 0.00 0.104
H -5.922949 -0.185240 2.745536 0.00 0.00 0.00 0.115
H -2.988918 -1.575675 5.532595 0.00 0.00 0.00 0.105
H -4.726620 -1.810469 7.243883 0.00 0.00 0.00 0.122
H -1.624541 -1.505090 3.884392 0.00 -0.01 0.00 0.146
H 0.803235 -1.917556 3.217715 0.00 0.00 0.00 0.117
H 3.035926 -2.156468 2.168718 0.01 0.00 -0.01 0.114
H 3.393397 -1.342716 -0.141677 0.04 0.00 0.00 0.119
H -0.814033 1.230553 -3.702658 0.02 0.00 0.01 0.108
H -3.229605 1.534155 -3.133931 0.00 -0.01 0.00 0.115
H -4.034269 0.872881 -0.858206 0.00 0.01 0.00 0.121
Cl 0.068570 -3.151361 -1.771886 -0.06 0.19 0.17 0.734
C 0.792059 -3.616119 -3.279075 0.00 -0.06 -0.12 -0.654
C 0.843195 -4.980338 -3.526372 -0.03 0.04 0.07 -0.136
C 1.340345 -5.447469 -4.726117 0.02 0.01 -0.05 -0.097
C 1.773870 -4.534580 -5.673060 -0.01 -0.03 -0.01 -0.131
C 1.723080 -3.179647 -5.402422 0.04 -0.03 0.05 -0.689
Cl 2.298363 -2.120660 -6.653487 0.02 0.00 -0.03 0.654
C 1.239387 -2.646226 -4.186052 0.28 0.06 0.02 -0.657
S 1.224939 -0.899730 -4.021557 -0.27 -0.06 -0.06 0.754
H 0.475435 -5.661199 -2.771136 0.00 0.00 0.00 0.096
H 1.380712 -6.509252 -4.926918 0.00 0.00 0.00 0.102
H 2.160627 -4.861367 -6.628069 0.00 0.00 0.00 0.098
C 5.634209 -1.271971 -2.762921 -0.08 0.01 -0.03 -0.071
C 6.401861 -0.457027 -1.941566 0.01 0.02 0.02 -0.086
C 5.788987 0.544495 -1.209494 0.03 0.00 0.00 -0.038
C 4.409062 0.731740 -1.308461 0.03 -0.06 -0.01 -0.195
C 3.627387 -0.057049 -2.161720 -0.14 0.08 -0.04 -0.161
C 4.263190 -1.068605 -2.877480 0.11 0.02 -0.05 -0.085
C 3.679050 1.700825 -0.481907 0.01 0.05 0.01 -0.191
C 4.307636 2.404919 0.578264 -0.01 0.02 0.03 0.011
C 3.562811 3.180850 1.402487 0.01 0.01 0.00 0.004
C 2.183019 3.349148 1.148717 -0.02 -0.02 -0.02 -0.152
C 1.368039 4.171825 1.957152 0.01 0.01 0.00 -0.037
C 0.055734 4.370906 1.638801 0.00 0.00 0.00 -0.073
C -0.470800 3.784834 0.471322 -0.01 0.00 -0.01 -0.045
C 0.292623 2.974493 -0.322439 0.01 0.02 0.02 -0.005
C 1.631986 2.693874 0.024650 0.02 -0.01 0.03 -0.149
N 2.384516 1.820414 -0.729860 0.04 0.02 -0.04 0.129
H 6.104851 -2.064728 -3.331717 0.01 0.00 0.00 0.104
H 7.472178 -0.601350 -1.870442 0.00 0.00 0.00 0.100
H 6.397942 1.171667 -0.571162 -0.01 0.00 0.00 0.097
H 3.694141 -1.698878 -3.546016 -0.01 0.01 0.00 0.063
H 5.366014 2.284857 0.748410 0.00 -0.02 -0.01 0.102
H 4.013448 3.691472 2.245568 0.00 0.00 0.00 0.121
H 1.812138 4.651830 2.821051 0.00 0.00 0.00 0.112
H -0.567684 5.004872 2.255245 0.00 0.00 0.00 0.104
H -1.489925 4.000118 0.176629 0.00 0.00 0.00 0.112
H -0.091109 2.615791 -1.261464 0.02 0.04 0.01 0.079
C 2.581440 3.749840 -4.245306 -0.02 -0.03 0.01 0.006
C 1.435329 3.002208 -3.595957 -0.13 0.06 0.02 -0.656
O 0.387498 3.570605 -3.308517 0.02 0.01 0.05 0.020
O 1.662781 1.747330 -3.397795 0.28 -0.43 -0.12 -0.194
H 2.226220 4.665307 -4.711243 0.00 0.01 0.01 0.075
H 3.091109 3.113977 -4.966587 -0.01 0.00 0.00 0.081
H 3.298848 4.005782 -3.461790 0.02 0.00 -0.01 0.080
```
Positions in Å, forces in eV/Å.

Record 2
A molecular structure, C43H31AsBrIN4STc. Source: the Open Molecules 2025 dataset; level of theory: ωB97M-V with the def2-TZVPD basis set.

## Properties
Spin multiplicity: 2
E: -7462.073914 Ha
Charge: +2

```
83
Properties=species:S:1:pos:R:3:forces:R:3:lowdin_charge:R:1
Tc -2.039234 -0.835671 0.953368 0.79 1.11 0.42 0.889
C -4.984010 -0.283099 4.205330 0.07 0.04 -0.13 -0.011
C -4.375041 -0.390364 2.947115 -0.03 -0.01 -0.01 -0.086
N -3.098813 -0.711307 2.799418 -0.05 -0.63 -0.24 -0.031
C -2.349210 -0.950878 3.921486 0.09 0.13 -0.30 -0.153
C -2.879782 -0.882394 5.208590 -0.06 0.04 0.19 -0.134
C -4.243854 -0.534329 5.328982 0.04 -0.02 0.07 0.044
C -2.019275 -1.170854 6.301409 -0.04 0.01 -0.01 0.005
C -0.712728 -1.501054 6.075867 0.00 0.01 -0.19 -0.030
C -0.181634 -1.562801 4.763721 -0.02 0.06 0.24 0.035
C -0.992100 -1.284502 3.693662 0.01 -0.06 -0.43 -0.186
N -0.708388 -1.301183 2.329102 -0.04 0.06 0.09 -0.065
C 0.323182 -1.833216 1.591422 -0.02 0.01 0.19 -0.279
C 1.495510 -2.387027 1.956141 0.07 -0.04 -0.21 0.008
C 2.345971 -3.065573 0.993937 -0.08 0.05 0.11 -0.077
C 2.098101 -3.310309 -0.301819 -0.02 0.01 -0.03 -0.027
C 0.848976 -3.001475 -1.080023 0.02 0.00 0.06 -0.369
C 0.855125 -3.650683 -2.427430 -0.03 0.00 0.01 0.018
C 0.071201 -3.158180 -3.376045 -0.10 0.12 0.04 -0.013
C -0.736343 -1.964797 -3.092025 0.01 -0.08 -0.13 -0.149
N -0.617315 -1.186772 -2.091531 0.14 -0.08 0.04 0.016
C 0.368970 -1.501091 -1.079855 0.05 0.09 0.00 -0.382
H -6.028146 -0.014561 4.262228 -0.01 0.00 0.01 0.124
H -4.937675 -0.213466 2.038808 -0.03 -0.04 0.01 0.096
H -4.696677 -0.470964 6.310281 0.01 -0.01 0.02 0.137
H -2.411435 -1.129802 7.308404 -0.01 0.01 0.01 0.129
H -0.062350 -1.723015 6.909490 0.02 0.00 0.02 0.121
H 0.857187 -1.814749 4.631896 0.05 -0.01 0.00 0.103
H 1.833708 -2.364883 2.979178 -0.02 -0.03 0.06 0.099
H 3.291642 -3.426707 1.382173 0.00 0.00 0.01 0.119
H 2.868277 -3.833759 -0.856835 -0.01 0.00 -0.03 0.120
H 1.476271 -4.522476 -2.590841 0.03 0.00 0.01 0.125
H -0.000038 -3.605251 -4.357356 0.00 0.00 -0.02 0.116
H -1.489135 -1.679060 -3.822287 -0.01 -0.01 0.00 0.062
S -1.120256 1.124608 0.440623 -0.27 -0.18 0.07 0.726
C 0.446882 1.241957 1.279873 0.18 0.07 0.10 -0.601
C 0.507958 1.781332 2.560381 -0.11 0.01 -0.02 -0.093
C 1.729697 1.958905 3.190817 0.03 -0.02 -0.03 -0.040
C 2.909293 1.620550 2.541676 -0.03 -0.01 -0.03 -0.041
C 2.864770 1.083365 1.264043 -0.04 0.04 0.11 -0.064
C 1.636758 0.881931 0.640762 -0.04 -0.02 -0.03 -0.338
As 1.583580 0.098468 -1.106709 -0.03 -0.17 0.01 1.521
C 3.384601 -0.223286 -1.681063 0.14 -0.02 -0.08 -0.301
C 3.831715 0.451983 -2.816632 0.05 -0.05 -0.02 -0.075
C 5.144292 0.293712 -3.241535 -0.05 0.02 -0.01 -0.047
C 6.014566 -0.520284 -2.536362 0.00 -0.01 0.02 -0.044
C 5.578138 -1.171775 -1.390384 -0.01 0.00 0.00 -0.050
C 4.269769 -1.026092 -0.960053 0.02 0.02 0.04 -0.114
C 0.890383 1.386239 -2.334612 -0.12 0.06 0.01 -0.349
C 0.677275 1.046812 -3.668387 0.00 0.05 -0.02 -0.116
C 0.187762 1.999715 -4.546025 0.03 0.01 0.04 -0.063
C -0.082808 3.285817 -4.093325 0.00 -0.03 -0.04 -0.060
C 0.148780 3.624927 -2.770089 0.02 -0.01 0.05 -0.053
C 0.637641 2.675009 -1.882657 0.01 0.09 -0.09 -0.104
H -0.409899 2.072764 3.055641 0.00 0.01 0.01 0.113
H 1.762247 2.384424 4.184604 -0.01 0.00 0.02 0.120
H 3.863105 1.782897 3.023932 0.01 0.00 0.00 0.119
H 3.788033 0.829214 0.762252 -0.01 -0.01 -0.04 0.102
H 3.180448 1.109088 -3.374488 -0.01 -0.02 0.03 0.095
H 5.482632 0.818081 -4.124596 0.00 0.00 0.00 0.119
H 7.036375 -0.638204 -2.869688 0.01 0.00 -0.01 0.120
H 6.259796 -1.792070 -0.824297 0.01 0.00 0.00 0.118
H 3.954928 -1.522929 -0.055863 0.00 0.03 -0.04 0.079
H 0.909302 0.055900 -4.035530 -0.02 -0.02 0.02 0.110
H 0.028604 1.740871 -5.583796 -0.01 0.00 -0.01 0.117
H -0.459769 4.029173 -4.782969 0.00 0.02 -0.01 0.118
H -0.040155 4.632136 -2.423810 -0.01 0.00 0.00 0.117
H 0.831055 2.957037 -0.855094 -0.01 -0.02 -0.01 0.099
Br -3.326549 0.402386 -4.409658 -0.04 -0.03 0.01 0.803
C -3.583456 1.664399 -3.035867 0.05 0.16 0.01 -0.720
C -3.587261 3.008235 -3.389939 0.00 -0.01 0.02 -0.122
C -3.790705 3.983324 -2.428019 0.00 -0.01 -0.03 -0.052
C -3.997470 3.629276 -1.103743 0.00 -0.06 0.03 -0.057
C -4.004954 2.291847 -0.741212 -0.02 0.12 -0.09 -0.192
C -3.791482 1.319605 -1.707353 0.02 0.08 -0.08 -0.707
I -3.856117 -0.681475 -1.129383 -0.35 -0.21 -0.04 1.114
H -3.441351 3.279306 -4.425968 0.00 0.01 -0.01 0.109
H -3.801061 5.023783 -2.721404 0.00 0.02 0.00 0.120
H -4.167740 4.388113 -0.353118 -0.01 0.01 0.01 0.118
H -4.181527 2.013134 0.287844 -0.01 -0.03 0.03 0.083
N -0.405878 -3.253859 -0.290215 0.04 0.01 -0.02 0.117
C -0.345902 -1.881346 0.241704 -0.28 -0.69 0.24 -0.364
H -0.316983 -3.992750 0.403730 0.03 0.03 0.01 0.138
```
Positions in Å, forces in eV/Å.

In order of appearance, F_max = 0.01029, 0.02771 hartree/bohr.